A cluster of 2 separate species, C10H12BrNO2S in total at a distorted geometry, computed with ωB97M-V/def2-TZVPD.

Summary:
Energy, eV: -97021.7890
Molecular weight, g mol⁻¹: 290.182

```
27
Properties=species:S:1:pos:R:3:forces:R:3
Br -1.5856 -1.2972 -1.2368 -0.040 -1.487 -1.387
S -0.9262 0.0254 1.4172 1.367 3.174 -3.096
O -0.9240 1.3113 2.0643 0.061 -0.043 -0.009
O -1.4097 -1.1073 2.0754 -1.240 -2.566 1.162
N -2.0458 0.3537 -0.6876 2.978 1.142 2.559
C 3.3146 -0.7386 -0.2843 -1.548 1.148 -2.490
C 4.5072 -1.0474 -1.2016 -2.172 1.459 1.061
C 1.2498 -1.5946 0.6826 -1.534 -0.573 0.577
C 1.4249 0.7836 0.1959 0.574 -4.141 0.212
C -3.7498 1.5535 0.7404 0.620 -0.190 0.523
C -3.3380 0.4286 -0.2179 -1.982 -0.643 0.622
C 2.5567 -1.7799 0.1941 -0.875 0.181 1.047
C 0.7089 -0.2936 0.7267 0.338 -0.514 0.386
C -4.1386 1.6324 -0.7164 -2.718 -2.424 2.505
C 2.6281 0.5041 -0.4094 0.278 -0.328 1.291
H -4.5297 1.1988 1.5355 1.746 1.133 -1.556
H -2.8897 2.2388 0.9651 -1.254 -0.833 0.503
H 4.9336 -1.9294 -0.8479 1.324 -1.295 0.451
H -3.7191 -0.5878 -0.0196 -0.814 0.894 -0.157
H -5.2345 1.4987 -0.8191 0.984 0.145 -0.756
H 3.0344 -2.7302 0.1805 -0.108 -0.908 0.075
H 0.5322 -2.4546 0.9961 1.731 1.502 -0.456
H 4.0876 -1.2365 -2.1885 0.304 0.285 -0.142
H 1.0808 1.7264 0.1224 -1.506 2.947 0.018
H 5.1017 -0.1596 -1.1211 0.981 0.045 -0.582
H -3.5899 2.2969 -1.2715 0.863 1.461 -1.473
H 2.9199 1.4044 -0.8745 1.641 0.428 -0.891
```
Positions in Å, forces in eV/Å.

Löwdin atomic charge list, values in e, 5 entries:
1. Br 0.7916
2. S 0.6872
3. O -0.3196
4. O -0.3045
5. N -0.4821

=====

A structure of composition C11H11BO2 at a distorted geometry, computed with ωB97M-V/def2-TZVPD.

Summary:
Energy, eV: -16354.7725
Molecular weight, g mol⁻¹: 186.019

```
25
Properties=species:S:1:pos:R:3:forces:R:3
O -1.0434 -2.9264 -0.4361 -0.023 -0.283 0.523
O -1.9862 2.4890 -0.0436 -0.332 0.752 0.188
C 1.7842 1.0762 -1.1123 -0.690 0.791 -0.545
C 1.9425 -0.2481 -1.1300 0.880 -0.819 0.445
C -1.7546 1.1413 0.0087 -0.514 -0.899 -0.395
C 0.7523 1.6674 -0.1550 1.085 -0.971 1.783
C 1.9707 -0.4935 1.3077 -0.851 1.075 -2.421
C 1.2938 -1.1282 -0.0393 -0.054 4.652 0.149
C -2.7747 0.1637 0.0678 0.046 1.391 1.019
C -2.5498 -1.1789 0.0711 3.095 0.083 -0.981
C -0.1616 -0.6674 -0.1386 -0.704 -0.771 0.938
C -0.4328 0.7415 -0.0795 0.269 -1.223 -0.208
C -1.2202 -1.6020 -0.1437 -0.265 1.450 -0.114
B 1.8944 1.1484 1.0030 -1.341 -2.066 -2.184
H 0.5532 2.7653 -0.1890 0.209 -1.181 -0.202
H 2.9833 -0.9098 1.3922 -0.279 0.348 0.107
H 2.3370 1.6999 -1.8301 -0.309 -0.193 0.553
H 1.4311 -2.1523 -0.1182 0.194 -1.819 -0.352
H 1.3710 -0.7573 2.1354 -0.533 -0.487 1.210
H -1.9355 -3.2995 -0.3108 0.781 -0.265 -0.221
H -3.2215 -1.9907 0.0697 -1.538 -0.226 0.248
H 2.6462 -0.6589 -1.8342 0.091 -0.295 -0.190
H 2.7754 1.8361 1.1293 1.283 1.305 0.875
H -3.7451 0.4968 0.3364 -1.010 0.464 -0.217
H -2.9099 2.7875 0.0389 0.508 -0.815 -0.009
```
Positions in Å, forces in eV/Å.

Löwdin atomic charge list, values in e, 5 entries:
1. O 0.0444
2. O 0.0392
3. C -0.1017
4. C -0.0252
5. C -0.2607